Run w
The following is a DFT calculation (the ωB97M-V functional and the def2-TZVPD basis) of C4H9NOS in the gas phase.

```
! RIJCOSX wB97M-V def2-TZVPD def2/J DEFGRID3
* xyz 0 1
C 0.57 -0.52 -0.02
C 1.46 -0.84 -1.22
S 3.28 -0.54 -0.76
C -0.70 0.11 -0.71
N -1.76 0.62 0.02
C -1.62 1.12 1.43
O -0.84 -0.04 -1.92
H 0.16 -1.31 0.49
H 0.95 0.21 0.80
H 1.33 -2.01 -1.44
H 1.11 -0.29 -2.20
H 3.22 -1.10 0.41
H -2.59 1.04 -0.44
H -1.21 2.15 1.54
H -2.50 1.05 2.14
H -0.86 0.35 1.88
*
```

Values from the calculation:
Structure (SMILES): CNC(=O)CCS
LUMO energy in eV: 0.734
HOMO-LUMO gap in eV: 9.71

Run x
The following is a DFT calculation (the ωB97M-V functional and the def2-TZVPD basis) of 2 unconnected molecules or ions with the total composition C4H9NOS.

```
! RIJCOSX wB97M-V def2-TZVPD def2/J DEFGRID3
* xyz 0 1
C -0.91 0.84 -0.95
C -0.19 1.18 0.07
C -3.15 1.86 0.99
C 1.94 -1.44 -1.78
N -2.01 2.18 1.36
O -1.54 -0.24 1.84
S -0.87 1.05 1.79
H -0.36 0.79 -1.98
H -1.93 0.56 -0.75
H 0.83 1.24 0.11
H -3.42 0.82 0.97
H -3.94 2.44 0.64
H 2.97 -1.58 -1.44
H 1.45 -2.27 -2.24
H 2.12 -0.70 -2.62
H 1.29 -0.91 -1.14
*
```

Values from the calculation:
LUMO energy in eV: 0.506
HOMO-LUMO gap in eV: 10.15

Most stable structure among those shown: run w. Next: +232.0 kJ/mol.